Entry 1:
# C21H42Br10O5

8 unconnected molecules or ions with the total composition C21H42Br10O5 (ωB97M-V/def2-TZVPD, OMol25).

LUMO level ... 0.35 eV
Frontier orbital gap ... 10.032 eV
DFT total energy ... -733121.39177 eV
SMILES ... CCOC(C)=O.CCOC(C)=O.CC(C)=O.BrCCBr.BrCCBr.BrCCBr.BrCCBr.BrCCBr
Net charge ... 0
Energy relative to the best compared isomer or geometry (same formula, charge and spin) ... 0.00 kcal/mol

Geometry as XYZ:
```
78
C21H42Br10O5 (ωB97M-V/def2-TZVPD)
H 5.61 -11.48 -0.46
C 6.16 -16.25 0.68
H 6.31 -18.22 -0.22
H 0.97 -13.41 4.41
H 11.89 -11.72 6.63
H 10.15 -11.31 1.27
H 6.81 -13.70 5.62
Br 6.30 -9.20 1.38
C 1.08 -11.91 10.15
C 6.75 -17.24 -0.25
H 6.06 -16.67 1.68
H 5.30 -13.67 8.98
H 2.89 -13.66 2.95
Br 4.42 -15.59 0.14
H 6.79 -15.38 0.80
H 4.78 -11.73 1.16
C 10.91 -13.57 6.24
C 10.63 -18.30 4.33
C 6.42 -14.37 4.86
C 12.98 -18.56 1.55
H 13.40 -19.47 1.99
H 13.74 -17.94 1.11
H 11.23 -13.45 0.61
H 10.17 -17.36 4.04
H 7.31 -15.78 3.47
C 12.08 -17.92 2.56
O 9.78 -13.10 6.02
Br 3.15 -11.76 -0.71
Br 5.46 -13.35 3.50
H 12.32 -15.04 5.46
H 12.97 -13.03 6.62
Br 8.39 -13.06 1.04
H 10.94 -15.64 6.49
H 3.85 -9.49 0.95
H 10.71 -15.12 4.79
H 8.71 -19.14 4.26
C 1.31 -14.39 4.13
C 2.11 -14.39 2.83
H 1.82 -11.10 10.26
H 12.32 -18.91 0.75
C 11.97 -12.75 6.96
H 5.14 -14.08 7.26
H 11.09 -14.04 2.35
C 11.12 -13.23 1.65
H 0.13 -11.38 10.10
H 2.55 -15.35 2.61
H 0.50 -15.11 4.07
C 9.65 -19.30 4.79
Br 0.95 -13.79 1.40
H 8.41 -14.46 4.07
Br 8.17 -16.30 5.77
C 10.01 -12.23 1.82
H 0.41 -13.25 8.66
C 4.79 -11.24 0.20
C 11.26 -14.95 5.71
H 5.68 -15.04 5.27
H 6.74 -16.86 -1.27
O 11.55 -18.82 3.34
H 9.65 -12.03 2.82
H 4.63 -9.24 -0.59
Br 2.45 -15.04 5.59
H 9.41 -19.17 5.84
C 1.27 -12.58 8.80
C 3.48 -12.98 8.20
O 3.58 -11.87 7.81
C 7.61 -15.14 4.30
O 2.41 -13.45 8.78
H 4.19 -14.97 8.36
C 4.75 -9.71 0.38
H 11.25 -18.01 5.20
H 11.95 -12.86 8.04
H 1.31 -11.80 8.05
O 11.83 -16.78 2.60
Br 8.61 -17.46 0.27
H 1.17 -12.58 11.00
H 9.96 -20.30 4.53
Br 12.80 -12.31 2.13
C 4.61 -13.97 8.19
```

Entry 2:
# C53H42IrN6O4S

A molecular structure, C53H42IrN6O4S (ωB97M-V/def2-TZVPD, OMol25).

Expectation value of S² ... 0.753
LUMO level (alpha / beta) ... -6.84 / -7.44 eV
Spin multiplicity ... 2
Frontier orbital gap (alpha / beta) ... 5.523 / 4.918 eV
DFT total energy ... -86434.65154 eV
Net charge ... +2
Energy relative to the best compared isomer or geometry (same formula, charge and spin) ... 0.00 kcal/mol

Geometry as XYZ:
```
107
C53H42IrN6O4S (ωB97M-V/def2-TZVPD)
C 1.08 4.47 -0.71
C 1.33 2.42 0.64
C -4.12 0.22 -2.83
C 1.86 0.75 5.23
H -1.24 4.45 -2.09
H 3.72 1.89 8.72
C 1.40 4.81 -2.03
C -3.57 0.77 2.99
C -1.34 3.39 -1.91
C -2.53 -1.17 -1.62
H 3.66 -1.87 4.08
H 0.85 5.22 1.29
C -0.09 -5.79 -0.56
C 3.33 -0.09 6.93
H -8.73 0.78 -6.62
C 1.02 -3.70 1.96
C 2.32 2.94 1.50
H 3.08 -7.92 -3.79
C 1.61 -7.06 -1.71
H -3.19 1.13 -4.54
H 0.59 -2.28 -2.47
N 1.00 1.16 1.08
N 0.63 -1.60 1.24
C 2.29 9.35 -0.80
H -3.93 -2.56 -2.69
H -4.31 -0.03 2.95
N -0.92 1.31 -1.11
C 1.76 -4.68 -1.63
Ir -0.16 -0.16 0.07
H 1.10 1.47 4.93
H -3.18 0.85 4.00
H 1.09 -4.77 1.94
C -2.88 0.09 -2.04
H -0.07 -7.93 -0.71
H 1.36 4.06 -2.81
C 1.85 7.08 -1.36
C 0.23 -3.20 -0.55
N -1.62 0.24 1.36
H 2.08 6.36 -3.36
H 2.00 1.59 7.19
H 3.18 -3.17 -1.14
H 2.83 3.89 1.38
C 1.17 -2.38 -1.56
C 2.29 -5.90 -2.05
C 3.25 -1.14 4.77
C -5.28 0.85 -4.86
C 2.36 0.83 6.52
C 2.52 2.02 2.50
H -2.24 -4.47 -1.86
H 4.06 -8.07 -2.30
C 2.57 -0.44 -1.05
O -7.66 0.41 -4.96
C 0.58 -4.62 -0.90
H 4.56 -1.74 6.36
H -3.22 2.85 -2.89
C -6.48 0.37 -4.32
C -2.49 0.48 2.07
C 3.18 -8.44 -2.84
H 4.09 0.69 9.98
C 1.14 5.46 0.27
C 1.17 -1.51 2.52
H 2.61 10.23 -1.35
H -7.04 0.32 -6.94
H -7.43 -0.53 -2.64
H 2.58 0.60 -0.72
C 2.27 -0.24 4.34
H 2.75 -3.17 -2.86
O 3.89 -0.10 8.15
O 2.24 8.29 -1.76
C 1.80 6.09 -2.35
H 1.31 9.53 -0.37
C 1.65 -0.32 3.02
C -5.33 -0.26 -2.31
H 3.21 -5.93 -2.62
C -4.12 0.78 -4.11
H -5.35 -0.69 -1.32
H 3.29 -9.50 -3.02
C -6.49 -0.18 -3.04
C 1.33 -2.86 2.99
H -1.00 -5.75 0.03
C -2.07 1.27 -1.82
H 2.44 0.80 9.33
O 2.00 -8.30 -2.05
H 1.69 -3.16 3.96
C 0.65 3.09 -0.40
C -1.15 -2.75 -0.94
H -4.05 1.71 2.70
N -1.38 -1.46 -0.89
H -5.24 1.26 -5.85
H 3.22 2.09 3.32
C 1.51 6.76 -0.04
C 2.35 -3.32 -1.85
N 1.42 -0.99 -1.13
C -7.70 0.90 -6.29
S 4.16 -0.97 -1.40
C -0.45 2.60 -1.14
H 3.02 9.12 -0.02
C 3.50 0.89 9.09
H 1.52 7.50 0.74
C 0.42 -7.00 -0.96
C -2.19 -3.42 -1.66
C -3.05 -2.44 -2.07
C -2.35 2.57 -2.32
H -7.43 1.96 -6.33
C 1.68 0.92 2.22
C 0.60 -2.86 0.88
C 3.78 -1.07 6.04
```

Entry 3:
# C40H43FFeN10O7S

A molecular structure, C40H43FFeN10O7S (ωB97M-V/def2-TZVPD, OMol25).

Expectation value of S² ... 6.012
LUMO level (alpha / beta) ... -1.90 / -1.90 eV
Spin multiplicity ... 5
Frontier orbital gap (alpha / beta) ... 3.997 / 4.004 eV
DFT total energy ... -119346.95883 eV
Net charge ... 0
Energy relative to the best compared isomer or geometry (same formula, charge and spin) ... 20.08 kcal/mol

Geometry as XYZ:
```
103
C40H43FFeN10O7S (ωB97M-V/def2-TZVPD)
H 0.30 -0.03 1.86
C 5.26 1.79 -2.94
H 7.23 0.08 -0.61
C -4.58 -0.79 0.34
C -6.08 -2.32 1.58
H -7.88 -3.34 0.94
O -1.03 -1.03 -0.24
C 2.81 1.84 0.54
C 3.20 2.52 1.69
H 2.71 4.48 -3.95
O 1.80 -2.02 2.09
H 8.77 -1.60 -1.57
C 5.91 -3.42 -1.56
H -6.91 3.77 0.01
H 3.66 0.39 -3.06
H -5.88 3.69 -2.29
C 4.90 -0.69 3.02
H -3.92 -3.68 1.85
H 7.90 -3.84 -2.19
N -4.77 -1.93 1.08
C -7.22 2.72 -0.05
H 4.03 3.21 1.65
C 5.68 3.11 -3.07
H 4.31 0.03 2.46
H -9.21 1.80 0.17
O 2.93 -1.82 -0.22
H 5.97 1.02 -2.66
C -3.71 -2.78 1.29
H 5.05 5.10 -3.56
H -5.92 -2.94 2.46
C 3.25 -2.07 4.00
C 1.14 0.08 -2.79
O -1.84 -4.63 1.82
H -9.84 2.42 -2.13
H -2.05 0.88 -1.19
C 6.87 -0.90 -0.87
N 1.34 0.18 -0.52
H 2.84 2.84 3.78
H 2.72 -2.07 1.73
H -6.39 -3.99 0.25
O 0.86 -1.85 4.10
H 1.30 2.61 -4.56
C -2.45 -2.59 0.86
H -8.54 1.39 -1.97
C 1.84 -1.98 3.41
C 5.53 -1.21 -0.66
C 7.24 -3.10 -1.76
C 7.73 -1.85 -1.41
C -6.51 2.80 -2.34
N 1.64 2.12 -3.75
H 4.83 -0.49 -0.25
C -3.06 0.67 -0.87
N 3.69 -2.75 -0.77
H -9.27 3.54 -0.14
H 2.75 -0.12 4.80
H -7.01 2.26 0.91
C 3.52 -0.88 4.95
H 3.31 1.99 -0.40
H 4.94 -2.76 3.02
Fe 0.85 -2.20 -0.42
H -6.66 -0.19 0.24
H 3.31 -3.03 4.53
F -3.87 2.64 -1.84
H 0.96 1.23 3.89
N -6.53 2.02 -1.11
C 1.74 0.95 0.62
N -8.87 2.35 -1.83
O -0.27 -3.52 0.67
H 5.90 -0.73 2.58
C -1.43 -3.69 1.16
H 6.72 3.38 -2.89
N 1.47 0.80 -1.56
H -7.04 -2.47 -0.37
C -3.29 -0.49 -0.12
C 3.43 3.72 -3.68
H -6.60 -1.43 1.93
H -8.16 4.26 -2.26
C -7.96 3.25 -2.61
C 1.08 0.71 1.82
C 5.06 -2.47 -1.00
C -6.90 -3.07 0.54
H 5.01 0.71 4.71
C 1.47 1.41 2.95
N 1.20 0.78 -3.87
C -5.63 0.06 -0.02
H -6.14 2.17 -3.15
C -4.10 1.50 -1.16
C 3.00 2.39 -3.53
H -8.23 3.18 -3.67
H 5.52 -4.39 -1.83
C 4.89 -0.35 4.51
C 4.75 4.07 -3.45
S 0.78 -1.60 -2.82
H 5.69 -0.89 5.02
H 3.48 -1.18 6.00
C -8.73 2.62 -0.35
C 2.53 2.31 2.89
O 1.99 -4.00 -0.87
C 3.94 1.43 -3.16
N 3.22 -3.90 -1.09
N 4.26 -2.01 2.93
C -5.41 1.20 -0.76
C -2.14 -1.38 0.15
```

Entry 4:
# C6H11NOS2

C6H11NOS2 in the gas phase (ωB97M-V/def2-TZVPD, OMol25).

LUMO level ... 0.15 eV
Frontier orbital gap ... 9.189 eV
DFT total energy ... -31603.77706 eV
Net charge ... 0
Energy relative to the best compared isomer or geometry (same formula, charge and spin) ... 79.70 kcal/mol

Geometry as XYZ:
```
21
C6H11NOS2 (ωB97M-V/def2-TZVPD)
H -2.87 1.31 0.43
H 0.63 -2.18 0.25
S 3.25 -0.64 0.41
H 0.03 2.97 -1.47
H -2.62 -0.46 1.67
H -1.88 1.86 2.01
S -1.12 -0.82 -0.39
H -1.14 3.09 0.27
H 0.16 2.00 1.23
C 2.09 0.38 -0.35
C 0.06 1.82 -0.89
C -1.92 1.31 1.00
O -2.53 -1.04 -1.01
C -0.61 2.07 0.38
H -0.66 -0.29 1.84
H -0.79 -2.53 1.17
C -1.57 -0.11 1.16
H -0.80 -3.19 -0.68
C -0.43 -2.32 0.13
H -0.47 1.12 -1.57
N 1.56 1.29 -0.86
```